# C3H7NOS

A 4-piece molecular cluster, C3H7NOS overall in a non-equilibrium geometry (wB97M-V/def2-TZVPD, the OMol25 dataset).

Atoms and positions in Å:
C  0.18393  1.67204  -0.85485
C  -0.94205  2.24949  -0.87586
C  -2.01861  2.97856  -0.94630
N  1.99285  -3.91019  -0.37463
O  1.41001  -1.52150  0.03836
S  1.05846  -2.94412  0.35178
H  0.94058  2.04859  -0.32114
H  0.22274  0.76914  -1.46953
H  -2.17670  3.79642  -1.67817
H  -2.72326  2.80116  -0.24444
H  0.02664  -2.21167  3.83081
H  2.78600  -3.66254  -0.92655
H  -0.76058  -2.06537  3.47050

Forces on atoms 1 to 2 (eV/Å):
-1.33 -2.90 -2.34
-1.86 2.21 -0.45

HOMO level: -9.7 eV
M: 105.2 g mol⁻¹
Orbital gap: 8.72 eV
E_LUMO: -0.0351 Ha
Net charge: 0

=====

# C9H9CoI2NNdO5S

C9H9CoI2NNdO5S as an isolated structure in a non-equilibrium geometry (wB97M-V/def2-TZVPD, the OMol25 dataset).

Atoms and positions in Å:
I  -2.64141  -0.09704  -4.35845
I  -0.96497  -3.53282  -1.12625
Co  -0.83098  -1.53770  1.27931
Nd  -2.09142  0.22551  -1.45095
S  0.32618  -0.86737  -0.53754
C  -1.25120  2.59040  -0.87503
C  -3.95072  2.09195  -0.36786
C  1.84862  0.21952  -0.47925
C  3.01865  -0.75688  -0.42812
C  1.84462  1.13880  0.74621
C  1.86058  0.95093  -1.82825
C  -1.70631  -2.30837  2.62725
C  0.64107  -1.60272  2.23865
O  -4.63360  2.88946  0.12255
O  -0.86106  3.62526  -0.55250
O  -2.27509  -2.86460  3.48229
O  1.63853  -1.78122  2.81669
H  3.96068  -0.20070  -0.48440
H  2.99136  -1.47371  -1.25033
H  3.02839  -1.35785  0.48008
H  2.80109  1.70084  0.72844
H  1.78532  0.55417  1.68529
H  1.00213  1.84875  0.69058
H  2.82539  1.46968  -1.94157
H  1.03367  1.67449  -1.88696
H  1.72605  0.22974  -2.65065
O  -4.73501  -1.06066  1.69535
C  -3.73940  -0.92440  1.08966
N  -2.65117  -0.84344  0.53578

Forces on atoms 1 to 2 (eV/Å):
-0.32 -0.18 -1.35
0.07 -0.51 -0.04

HOMO level (spin up / spin down): -23.8 / -23.8 eV
Multiplicity: 8
⟨S²⟩: 15.77
M: 700.2 g mol⁻¹
Orbital gap (spin up / spin down): 8.08 / 5.79 eV
E_LUMO (spin up / spin down): -0.5769 / -0.6636 Ha
Net charge: +4

=====

# C2H9N3O

A 2-piece molecular cluster, C2H9N3O overall (wB97M-V/def2-TZVPD, the OMol25 dataset).

Atoms and positions in Å:
H  -2.61616  0.11437  -1.05423
N  -1.67817  -0.07546  -0.70759
C  -1.41735  -1.28122  -1.02394
N  -0.39528  -1.99414  -0.48060
H  -2.05128  -1.88153  -1.68301
H  -0.03941  -2.77382  -1.00157
H  0.28477  -1.43019  0.03100
N  1.49813  1.69894  -0.17084
C  1.29064  1.24901  1.17956
O  0.33085  0.21068  1.25118
H  1.93629  2.60024  -0.24338
H  1.90669  1.00421  -0.77309
H  2.18982  0.93074  1.71108
H  0.87116  2.09347  1.72455
H  -0.42866  0.48358  0.68875

Forces on atoms 1 to 2 (eV/Å):
0.28 0.50 -0.14
-0.61 -0.15 0.11

HOMO level: -9.1 eV
M: 91.1 g mol⁻¹
Orbital gap: 10.17 eV
E_LUMO: 0.0378 Ha
Net charge: 0
SMILES: [H]/N=C/N.NCO

=====

# C35H88O14

A 14-piece molecular cluster, C35H88O14 overall in a non-equilibrium geometry (wB97M-V/def2-TZVPD, the OMol25 dataset).

Atoms and positions in Å:
C  5.35544  0.89493  0.82869
C  4.67876  1.92139  -0.07090
C  4.10636  2.93930  0.83579
O  3.75260  2.22810  2.02717
C  4.70281  1.19595  2.17185
H  6.42517  1.10013  0.78780
H  5.19717  -0.14041  0.52682
H  3.94384  1.47166  -0.73852
H  5.36344  2.43795  -0.74357
H  3.22029  3.34604  0.34842
H  4.76974  3.78413  1.02101
H  4.20911  0.27663  2.48683
H  5.40847  1.53891  2.92850
C  0.11707  3.73963  -0.88651
C  0.24355  5.07763  -0.21506
C  -0.25473  5.97010  -1.41161
O  -1.21268  5.20654  -2.17419
C  -1.14038  3.81507  -1.76222
H  -0.17383  3.01985  -0.12140
H  1.03560  3.45672  -1.40069
H  1.15410  5.28095  0.34855
H  -0.52015  5.16068  0.55822
H  0.62204  6.13539  -2.03775
H  -0.71250  6.90599  -1.09118
H  -0.91222  3.17214  -2.61232
H  -2.07757  3.55619  -1.26952
C  -1.16909  -2.88928  -4.01559
C  -1.41203  -4.07247  -4.93656
C  -2.42478  -3.49698  -5.91124
O  -2.92648  -2.24430  -5.33841
C  -1.84535  -1.62174  -4.63155
H  -0.10630  -2.66594  -3.92238
H  -1.52587  -2.94458  -2.98712
H  -1.72235  -4.97569  -4.41122
H  -0.49908  -4.20202  -5.51781
H  -3.20838  -4.19871  -6.19698
H  -2.12300  -3.10961  -6.88436
H  -2.17413  -1.00281  -3.79673
H  -1.14914  -1.13242  -5.31270
C  -5.15313  -2.20422  -0.69473
C  -5.51847  -0.76083  -0.51335
C  -5.63457  -0.31281  -1.94404
O  -5.19486  -1.39968  -2.75890
C  -4.33681  -2.23665  -2.02243
H  -5.97103  -2.90431  -0.86502
H  -4.62877  -2.68105  0.13339
H  -4.69786  -0.20505  -0.05970
H  -6.39995  -0.42558  0.03318
H  -4.97487  0.53448  -2.13104
H  -6.62793  -0.04133  -2.30132
H  -3.34361  -1.79165  -2.08267
H  -4.12781  -3.17305  -2.53971
C  -1.54577  -5.60089  1.71811
C  -0.35028  -6.10497  0.97668
C  0.53073  -4.82476  0.96247
O  -0.41161  -3.71984  0.95014
C  -1.75522  -4.21959  0.97947
H  -1.41615  -5.41287  2.78391
H  -2.38925  -6.25451  1.49581
H  -0.53882  -6.38286  -0.06030
H  0.07467  -6.97753  1.47283
H  0.95481  -4.66037  -0.02810
H  1.23494  -4.74026  1.79014
H  -2.14883  -4.31141  -0.03283
H  -2.57059  -3.69636  1.47898
O  3.23953  -1.84979  -2.56517
H  4.12951  -1.65445  -2.85846
H  3.35241  -2.23604  -1.69667
O  0.57547  -2.22587  3.90043
H  -0.06922  -1.92961  3.25791
H  0.74343  -1.45629  4.44428
O  3.61373  -3.12257  -0.18181
H  3.76665  -4.06203  -0.28313
H  3.35155  -3.01939  0.73299
O  -1.50922  0.66903  2.76785
H  -1.05301  -0.03396  2.30536
H  -1.96269  1.15478  2.07890
C  3.24154  -4.07546  3.79938
C  3.56010  -2.60397  3.68946
C  5.15445  -2.40525  3.71134
O  3.15063  -2.32716  2.39476
H  3.76956  -4.44733  4.67744
H  3.61552  -4.70413  2.99128
H  2.19738  -4.24001  4.06540
H  3.06943  -2.04167  4.48392
H  5.31234  -1.33505  3.57779
H  5.61835  -3.03526  2.95239
H  5.39007  -2.78413  4.70584
H  2.29956  -1.89681  2.50471
C  0.21380  5.07419  4.32394
C  -0.27797  3.89397  3.56392
C  0.92415  3.03344  3.09022
O  -1.13339  3.07034  4.35188
H  0.88303  5.69114  3.72426
H  0.88381  4.75298  5.12145
H  -0.54626  5.68975  4.80507
H  -0.94755  4.27051  2.79062
H  1.57695  3.51586  2.36274
H  0.67009  2.05893  2.67323
H  1.57728  2.84612  3.94253
H  -1.36488  2.24676  3.91629
C  3.18242  1.11554  -4.63554
C  1.74208  1.05206  -4.12717
C  0.83006  2.16529  -4.57881
O  1.25547  -0.16537  -4.60870
H  3.72744  0.31983  -4.12770
H  3.72892  2.04646  -4.48448
H  3.14565  0.78944  -5.67497
H  1.76625  1.12568  -3.03993
H  1.04180  2.42015  -5.61723
H  1.07071  3.03441  -3.96659
H  -0.20347  1.86260  -4.41057
H  1.88193  -0.88272  -4.48804
C  -1.02463  -0.27191  -0.61004
C  0.33023  -0.74930  -0.03093
C  1.49112  0.22212  -0.04791
O  0.10219  -1.12889  1.30856
H  -1.39081  0.69113  -0.25428
H  -1.76954  -1.01214  -0.31803
H  -1.06643  -0.20165  -1.69697
H  0.65191  -1.65840  -0.53900
H  2.45022  -0.27567  0.09499
H  1.31659  1.01617  0.67813
H  1.61804  0.83921  -0.93740
H  -0.02384  -2.07162  1.17831
C  -4.11853  2.98738  3.25795
C  -4.18489  2.68230  1.76958
C  -4.90050  3.89668  0.94257
O  -2.87445  2.53071  1.39923
H  -5.02000  3.48559  3.61466
H  -3.31085  3.69276  3.45338
H  -4.09241  2.07026  3.84643
H  -4.61819  1.68646  1.67657
H  -5.21411  3.47533  -0.01252
H  -4.26215  4.77940  0.90485
H  -5.81626  4.10710  1.49502
H  -2.53223  3.41544  1.25177

Forces on atoms 1 to 2 (eV/Å):
0.34 0.52 -0.41
0.72 -0.32 -1.74

HOMO level: -9.1 eV
M: 733.1 g mol⁻¹
Orbital gap: 9.49 eV
E_LUMO: 0.0129 Ha
Net charge: 0

=====

# C5H10N2

An isolated molecule of C5H10N2 in a non-equilibrium geometry (wB97M-V/def2-TZVPD, the OMol25 dataset).

Atoms and positions in Å:
C  -0.97887  0.04415  -2.33973
N  -1.19452  0.97516  -1.51839
C  -0.60750  0.93109  -0.22572
C  -1.33841  1.29285  0.82500
C  0.81867  0.44679  -0.09803
C  0.97918  -1.01343  0.37531
N  0.92038  -1.19537  1.80949
H  -0.42841  -0.87878  -2.15703
H  -1.40395  0.13881  -3.34090
H  -0.89442  1.18516  1.80528
H  -2.39123  1.54960  0.82973
H  1.33259  1.09591  0.60838
H  1.28690  0.58038  -1.07338
H  1.95382  -1.37423  0.03563
H  0.19910  -1.60956  -0.07847
H  1.75195  -1.03651  2.33776
H  -0.00527  -1.13201  2.20508

Forces on atoms 1 to 2 (eV/Å):
-0.35 0.05 -0.56
0.17 0.03 0.17

HOMO level: -8.7 eV
M: 98.1 g mol⁻¹
Orbital gap: 9.59 eV
E_LUMO: 0.0317 Ha
Net charge: 0
SMILES: C=NC(=C)CCN

=====

# C17H20Cl3NO4SV

C17H20Cl3NO4SV as an isolated structure in a non-equilibrium geometry (wB97M-V/def2-TZVPD, the OMol25 dataset).

Atoms and positions in Å:
C  2.20129  -1.05924  -0.71585
C  2.86226  -0.43256  0.39568
C  2.67730  0.98936  0.25094
C  3.75149  -1.11462  1.36594
C  1.85003  1.22371  -0.88830
C  1.58059  -0.04188  -1.50577
C  1.04308  -0.25106  -2.87710
C  2.36194  -2.48458  -1.12210
C  3.27434  2.04324  1.10040
C  1.57651  2.52591  -1.55310
V  0.81298  0.09450  0.83485
Cl  0.92242  0.15978  2.90493
Cl  -0.26146  -1.84923  0.59605
Cl  -0.66380  1.75264  0.54269
H  3.56625  -2.18847  1.34460
H  3.61125  -0.70778  2.37345
H  4.81261  -0.99027  1.10934
H  3.13464  1.77819  2.16146
H  2.83864  3.01773  0.85902
H  4.35519  2.15662  0.94779
H  1.47672  3.32472  -0.81373
H  0.65622  2.49481  -2.15447
H  2.41086  2.79720  -2.21664
H  0.33350  0.53653  -3.16825
H  0.52188  -1.21850  -2.96192
H  1.85686  -0.25008  -3.62913
H  2.45925  -3.14166  -0.24696
H  3.27075  -2.60928  -1.72501
H  1.50960  -2.80857  -1.73000
O  -3.29472  0.55066  -2.33701
H  -2.41412  0.22175  -1.87561
O  -5.56374  -0.32119  -1.84741
S  -4.74478  0.53775  -1.02455
O  -4.82741  1.98621  -1.12960
N  -3.45397  -0.10791  -0.20710
C  -3.44134  -0.17343  1.13284
O  -2.43754  -0.30943  1.85339
C  -4.84656  -0.11417  1.60592
C  -5.29416  -0.52644  2.87594
C  -6.67064  -0.55574  3.12124
C  -7.57200  -0.11989  2.12096
C  -7.07602  0.32759  0.86149
C  -5.71139  0.27540  0.61536
H  -4.55213  -0.84113  3.59708
H  -7.04079  -0.92565  4.08292
H  -8.64540  -0.15882  2.30840
H  -7.74203  0.68496  0.07157

Forces on atoms 1 to 2 (eV/Å):
0.54 1.13 -0.12
0.10 0.73 -1.24

HOMO level (spin up / spin down): -0.2 / -0.2 eV
Multiplicity: 2
⟨S²⟩: 0.77
M: 491.7 g mol⁻¹
Orbital gap (spin up / spin down): 4.04 / 4.06 eV
E_LUMO (spin up / spin down): 0.1406 / 0.1406 Ha
Net charge: -2

=====

# C3H7N2O3

A 3-piece molecular cluster, C3H7N2O3 overall in a non-equilibrium geometry (wB97M-V/def2-TZVPD, the OMol25 dataset).

Atoms and positions in Å:
C  0.89444  -0.76416  0.93163
C  0.30356  -0.09295  -1.08683
C  -0.82852  -0.55250  -0.40233
N  1.29460  -0.07376  -0.08700
N  -0.37128  -1.16206  0.73313
O  -2.06595  -0.67551  -0.73243
O  -1.10366  1.64698  0.51909
O  2.52865  0.38158  -0.30776
H  1.53296  -1.06450  1.72420
H  0.27952  0.75600  -1.70019
H  -0.56432  2.92657  0.29946
H  -0.93359  -1.52340  1.42696
H  -2.29620  -0.34081  -1.55482
H  -1.62506  1.48887  1.30670
H  2.64765  1.16749  0.18325

Forces on atoms 1 to 2 (eV/Å):
0.65 -0.57 0.93
-0.92 0.66 2.02

HOMO level: -13.4 eV
M: 119.1 g mol⁻¹
Orbital gap: 9.25 eV
E_LUMO: -0.1519 Ha
Net charge: +1

=====

# C12H21N3OS2

C12H21N3OS2 as an isolated structure in a non-equilibrium geometry (wB97M-V/def2-TZVPD, the OMol25 dataset).

Atoms and positions in Å:
C  -3.60112  -2.93441  0.19994
C  -3.75047  -1.63190  -0.57582
C  -4.02570  -0.45532  0.35814
C  -4.09192  0.88765  -0.37292
C  -2.71550  1.40980  -0.79245
C  -1.95372  1.99114  0.38948
H  -2.01771  1.34578  1.26307
H  -2.30673  2.98980  0.64299
S  -0.17440  2.18086  0.02847
C  0.32365  0.53387  0.19646
N  -0.49223  -0.41785  0.56311
S  0.31141  -1.84576  0.62944
C  1.80797  -1.04140  0.13301
N  1.61807  0.22340  -0.05274
N  2.95705  -1.74288  -0.00765
C  4.22439  -1.33483  -0.42530
O  5.08000  -2.17901  -0.51872
C  4.41719  0.12591  -0.68839
C  4.63558  0.87911  0.63219
C  4.78767  2.37285  0.38215
H  5.62561  2.56812  -0.28295
H  4.96228  2.89627  1.31885
H  3.88277  2.76984  -0.07119
H  3.78037  0.71204  1.28831
H  5.52802  0.48795  1.12479
H  5.29823  0.24038  -1.32108
H  3.54144  0.53725  -1.18839
H  2.89752  -2.73767  0.18251
H  -2.13923  0.59022  -1.22149
H  -2.82476  2.17874  -1.55967
H  -4.56992  1.63094  0.26962
H  -4.71332  0.77377  -1.26372
H  -3.24307  -0.42450  1.11696
H  -4.97592  -0.62832  0.86864
H  -2.83152  -1.45084  -1.13502
H  -4.56679  -1.72361  -1.29639
H  -3.42577  -3.76738  -0.47709
H  -2.75956  -2.86683  0.88629
H  -4.49984  -3.14320  0.77653

Forces on atoms 1 to 2 (eV/Å):
-0.02 0.13 -0.25
0.01 0.01 0.31

HOMO level: -8.6 eV
M: 287.5 g mol⁻¹
Orbital gap: 9.07 eV
E_LUMO: 0.0166 Ha
Net charge: 0

=====

Question: The highest net charge belongs to which entry?
Answer: C9H9CoI2NNdO5S